Entry from the Open Molecules 2025 dataset: a structure of composition C12H21GeN4STl at a distorted geometry (the ωB97M-V functional and the def2-TZVPD basis).

Properties
LUMO level: -7.7384 eV
Charge: +2
Highest occupied orbital energy: -0.5659 hartree
HOMO-LUMO gap: 7.66 eV

Each line ends with the Mulliken charge.
Positions of all 40 atoms, in Å:
Tl (0.31190, -0.19667, -0.46370)  1.051
C (-4.48083, -0.76341, 0.34372)  -1.443
C (-2.98522, -0.74654, 0.31651)  0.423
N (-2.24683, -0.57093, -0.70711)  -0.048
N (-2.76907, -0.39956, -1.94991)  -0.433
C (-2.00177, -0.64468, -3.03094)  0.701
N (-2.58716, -0.56918, -4.21493)  -0.359
S (-0.34945, -1.04366, -2.94486)  -0.360
C (-2.23885, -1.00071, 1.58287)  0.706
C (-2.89922, -1.18992, 2.78164)  -0.450
C (-2.16747, -1.50533, 3.92196)  -0.530
C (-0.79557, -1.62562, 3.82853)  -0.688
C (-0.20084, -1.39515, 2.59710)  -0.085
N (-0.90017, -1.08717, 1.50584)  -0.283
H (-4.93734, -0.71413, -0.64060)  0.387
H (-4.85156, 0.08328, 0.92492)  0.390
H (-4.83756, -1.67760, 0.81751)  0.388
H (-3.75648, -0.21870, -2.06705)  0.234
H (-3.57333, -0.39268, -4.33423)  0.214
H (-2.04465, -0.76314, -5.04278)  0.225
H (-3.97293, -1.09299, 2.84587)  0.365
H (-2.67190, -1.64985, 4.86789)  0.451
H (-0.18959, -1.88241, 4.68553)  0.429
H (0.87448, -1.46714, 2.48292)  0.461
C (3.54397, 0.96662, -2.45022)  -1.061
Ge (3.50486, 1.31305, -0.54460)  0.230
C (4.10266, -0.11887, 0.61862)  -1.067
C (4.32027, 3.01786, -0.06647)  -1.089
C (1.59844, 1.68880, -0.06089)  -1.138
H (4.57410, 0.96056, -2.80450)  0.379
H (3.00578, 1.75041, -2.98319)  0.367
H (3.09937, -0.00068, -2.69225)  0.346
H (5.15998, -0.32054, 0.45070)  0.383
H (3.55196, -1.04406, 0.43065)  0.348
H (3.97498, 0.17030, 1.66192)  0.356
H (5.38586, 2.92563, -0.28170)  0.383
H (4.19179, 3.22830, 0.99373)  0.386
H (3.90983, 3.83197, -0.66089)  0.388
H (1.00575, 2.33579, -0.70846)  0.513
H (1.34181, 1.80874, 0.99085)  0.529


Entry from the Open Molecules 2025 dataset: the molecule C12H21N7O3 at a distorted geometry (the ωB97M-V functional and the def2-TZVPD basis).

Properties
ΔE to the lowest compared entry with this formula, charge and spin: 78.4 kJ/mol
LUMO level: 0.6354 eV
Charge: 0
Highest occupied orbital energy: -0.3184 hartree
HOMO-LUMO gap: 9.30 eV

Each line ends with the Mulliken charge.
Positions of all 43 atoms, in Å:
H (3.08114, 3.55503, 2.39426)  0.199
N (2.28019, 3.12955, 2.85147)  -0.771
C (2.41388, 1.86389, 2.93026)  0.271
N (3.47955, 1.01682, 2.57231)  -0.437
N (1.29059, 1.24524, 3.53142)  -0.197
C (0.90237, -0.05236, 2.99614)  -1.003
C (0.18682, -0.03400, 1.61784)  -0.462
C (0.98083, 0.52141, 0.36805)  -1.276
C (1.55276, -0.55071, -0.55493)  -0.379
N (0.49832, -1.32768, -1.22965)  -0.032
C (-0.22690, -0.75456, -2.22335)  0.155
O (-0.03858, 0.40633, -2.54976)  -0.695
C (-1.33665, -1.58675, -2.78475)  0.219
N (-0.91827, -2.99659, -2.73962)  -0.595
C (-2.56231, -1.36223, -1.85269)  -1.064
C (-2.98121, 0.04990, -1.58847)  0.335
C (-3.75815, 0.83860, -2.37731)  -0.563
N (-3.82899, 2.03972, -1.71708)  -0.117
C (-3.04805, 1.95644, -0.60181)  -0.331
N (-2.54937, 0.77319, -0.48802)  -0.288
C (2.42354, -1.57386, 0.21014)  0.467
O (2.23864, -2.74979, 0.12901)  -0.620
O (3.36855, -1.07670, 0.94682)  -0.520
H (4.23718, 1.67445, 2.38062)  0.265
H (3.75030, 0.46192, 3.37062)  0.246
H (0.57009, 1.93517, 3.68887)  0.315
H (1.73171, -0.81048, 2.91750)  0.342
H (0.15535, -0.51465, 3.67111)  0.418
H (-0.07334, -1.06902, 1.32409)  0.350
H (-0.74434, 0.54172, 1.75229)  0.345
H (0.32809, 1.16182, -0.20864)  0.478
H (1.77140, 1.18131, 0.70220)  1.039
H (2.17158, -0.00516, -1.31787)  0.355
H (0.40380, -2.29101, -0.91904)  0.469
H (-1.60310, -1.18336, -3.74054)  0.379
H (-0.40521, -3.21538, -3.58470)  0.220
H (-1.70503, -3.65062, -2.68592)  0.224
H (-3.47697, -1.84766, -2.21269)  0.380
H (-2.30749, -1.87254, -0.89208)  0.352
H (-4.19137, 0.63473, -3.31606)  0.476
H (-4.43909, 2.81296, -1.94623)  0.188
H (-2.85308, 2.86165, -0.04417)  0.414
H (3.23083, -0.13676, 1.22036)  0.448


Entry from the Open Molecules 2025 dataset: a cluster of 7 separate species, C12H22Cl16 in total at a distorted geometry (the ωB97M-V functional and the def2-TZVPD basis).

Properties
ΔE to the lowest compared entry with this formula, charge and spin: 117.8 kJ/mol
LUMO level: 0.1680 eV
Charge: 0
Highest occupied orbital energy: -0.3841 hartree
HOMO-LUMO gap: 10.62 eV

Each line ends with the Mulliken charge.
Positions of all 50 atoms, in Å:
Cl (0.95992, 3.06278, 1.13286)  -0.091
C (-0.55626, 2.90809, 2.14644)  0.633
Cl (-1.47406, 4.44316, 2.08858)  -0.119
Cl (-0.23945, 2.36448, 3.79088)  -0.130
H (-1.17979, 2.14204, 1.68548)  -0.326
Cl (0.04591, 5.19007, -3.77511)  -0.139
C (0.14958, 4.82364, -2.07573)  0.714
Cl (-1.49235, 4.63131, -1.48903)  -0.097
Cl (1.02938, 6.11572, -1.23361)  -0.126
H (0.69084, 3.89104, -1.91636)  -0.342
Cl (0.15411, -2.88003, 5.28397)  -0.213
C (0.66289, -1.17365, 4.96797)  -0.318
C (1.75791, -1.29036, 3.86239)  -0.121
Cl (3.39045, -1.76050, 4.42136)  -0.201
H (1.03379, -0.77191, 5.91091)  0.430
H (-0.25600, -0.65160, 4.70116)  0.118
H (1.90126, -0.26533, 3.52052)  0.118
H (1.52776, -1.85110, 2.95646)  0.205
Cl (-2.49606, 1.14517, -0.59831)  -0.045
C (-4.20632, 1.21400, -0.34544)  -0.627
C (-4.62525, 0.04924, 0.60739)  -0.278
Cl (-4.29671, 0.42450, 2.29055)  -0.154
H (-4.69602, 1.06461, -1.30772)  0.351
H (-4.51439, 2.17534, 0.06568)  0.338
H (-4.16335, -0.90530, 0.35522)  0.115
H (-5.70078, 0.00327, 0.43645)  0.316
Cl (1.64731, 1.32049, -2.20126)  -0.184
C (1.24076, -0.32002, -1.68517)  -0.626
C (1.01324, -0.45491, -0.17002)  0.457
Cl (2.56122, 0.00532, 0.60201)  -0.185
H (2.06107, -0.93218, -2.05997)  0.381
H (0.37013, -0.73515, -2.19289)  0.400
H (0.72187, -1.45909, 0.13796)  0.087
H (0.23854, 0.23075, 0.17320)  -0.367
Cl (6.45670, -0.60592, -4.73197)  -0.184
C (4.86024, 0.02129, -4.54863)  -0.028
C (4.06296, 0.17082, -5.86439)  -0.397
Cl (3.01385, -1.25149, -6.07415)  -0.203
H (4.93165, 1.03614, -4.15741)  0.229
H (4.25136, -0.54575, -3.84446)  0.000
H (4.61798, 0.18185, -6.80243)  0.334
H (3.44067, 1.06274, -5.79147)  0.249
Cl (-1.72638, -2.07484, 2.06167)  -0.048
C (-1.92454, -3.50512, 1.10175)  -0.585
C (-2.67437, -4.63806, 1.70289)  -0.500
Cl (-4.37780, -4.12180, 2.01499)  -0.190
H (-0.88874, -3.76488, 0.88326)  0.355
H (-2.42860, -3.11203, 0.21885)  0.309
H (-2.19001, -5.03082, 2.59689)  0.322
H (-2.68610, -5.57605, 1.14777)  0.363


Entry from the Open Molecules 2025 dataset: a structure of composition C12H22ErFO2PSi2 at a distorted geometry (the ωB97M-V functional and the def2-TZVPD basis).

Properties
LUMO level (alpha / beta): -12.2356 / -12.1537 eV
Charge: +3
Highest occupied orbital energy (alpha / beta): -0.5571 / -0.5571 hartree
HOMO-LUMO gap (alpha / beta): 2.92 / 3.01 eV
Spin multiplicity: 4

Each line ends with the Mulliken charge.
Positions of all 41 atoms, in Å:
C (-3.83958, 0.33456, 2.26898)  -0.792
C (-2.97725, -0.92690, 1.80827)  -0.714
C (-1.43417, -0.48906, 1.74553)  -0.049
F (-1.44776, 0.78828, 1.11092)  -0.347
Si (-0.50897, -1.84723, 0.74544)  0.253
C (-1.26419, -2.06433, -1.02008)  -0.386
O (-0.37239, -1.65892, -2.06270)  -0.432
C (-0.46840, -0.29761, -2.34910)  0.315
C (-1.70078, 0.45567, -2.54710)  -0.345
C (-1.62509, 1.87135, -2.86507)  -0.540
C (-0.37351, 2.60455, -2.97622)  -0.500
C (0.86880, 1.85841, -2.79321)  -0.523
C (0.79022, 0.43923, -2.50247)  -0.028
O (1.18656, -1.65764, 0.63961)  -0.186
Si (1.84698, -0.44733, 1.63102)  0.590
P (4.06119, -0.44561, 1.19139)  0.390
C (4.19569, -0.67798, -0.67287)  -0.660
C (4.79806, 1.20801, 1.65157)  -0.919
H (-4.04412, 1.00363, 1.35914)  0.376
H (-3.22249, 0.87378, 3.03869)  0.453
H (-4.77636, -0.02791, 2.80608)  0.005
H (-3.02014, -1.75738, 2.57144)  0.444
H (-3.34659, -1.36475, 0.84408)  0.443
H (-1.12573, -0.41999, 2.83108)  0.471
H (-0.74074, -3.11321, 1.47667)  -0.101
H (-2.29730, -1.63698, -1.09121)  0.112
H (-1.38749, -3.18250, -1.13253)  0.398
H (-2.68126, -0.06791, -2.47337)  0.393
H (-2.55761, 2.46299, -3.04345)  0.336
H (-0.29458, 3.68604, -3.21673)  0.412
H (1.84761, 2.38922, -2.88408)  0.369
H (1.74598, -0.12016, -2.39157)  0.412
H (1.21332, 0.82657, 1.28037)  -0.048
H (1.71208, -0.67907, 3.07053)  -0.123
H (4.49335, 0.26028, -1.19981)  0.355
H (4.88381, -1.53104, -0.93925)  0.417
H (3.17012, -1.02496, -0.99078)  0.046
H (5.51801, 1.47980, 0.82914)  0.352
H (3.99452, 1.98154, 1.76453)  0.349
H (5.41524, 1.07570, 2.57952)  0.362
Er (-6.23507, -0.16117, 1.90760)  1.639


Entry from the Open Molecules 2025 dataset: a cluster of 2 separate species, C12H22FO7S in total (the ωB97M-V functional and the def2-TZVPD basis).

Properties
ΔE to the lowest compared entry with this formula, charge and spin: 0.0 kJ/mol
LUMO level: 1.7990 eV
Charge: -1
Highest occupied orbital energy: -0.1738 hartree
HOMO-LUMO gap: 6.53 eV

Each line ends with the Mulliken charge.
Positions of all 43 atoms, in Å:
C (3.70782, -0.13877, 1.58451)  -0.808
C (3.66196, -1.34295, 0.67140)  0.638
O (3.90807, -2.45449, 1.08834)  -0.642
O (3.41061, -1.15779, -0.62899)  -0.426
C (2.53856, -0.05194, -0.99568)  -0.979
C (1.13276, -0.18922, -0.41852)  -0.118
C (0.08302, -0.76468, -1.39240)  -0.345
C (-0.14514, -2.26591, -1.19999)  -0.884
C (-0.86582, -2.65914, 0.10096)  -0.954
C (-2.08949, -1.80865, 0.49542)  -0.228
C (-1.76496, -0.82851, 1.62474)  0.153
C (-2.95810, -0.02256, 2.18209)  -0.868
O (-4.19303, -0.19171, 1.44494)  -0.311
S (-4.70567, 1.08298, 0.60472)  0.647
O (-5.70685, 0.55154, -0.28472)  -0.478
O (-3.34534, 1.45859, -0.32245)  -0.069
F (-3.33472, 0.69619, -1.52274)  -0.146
H (4.64305, -0.19455, 2.14644)  0.328
H (3.65253, 0.82268, 1.07781)  0.362
H (2.88985, -0.20962, 2.30603)  0.202
H (2.96451, 0.91472, -0.72813)  0.311
H (2.49821, -0.04878, -2.08247)  0.461
H (0.81889, 0.81539, -0.11763)  0.224
H (1.14732, -0.80148, 0.49105)  0.335
H (-0.85120, -0.20486, -1.30449)  -0.074
H (0.43332, -0.58233, -2.41264)  0.570
H (0.84661, -2.73698, -1.18465)  0.342
H (-0.67021, -2.69526, -2.06185)  0.378
H (-1.15755, -3.71143, 0.03322)  0.411
H (-0.12860, -2.61326, 0.91165)  0.416
H (-2.88458, -2.48138, 0.83840)  0.425
H (-2.50420, -1.27193, -0.35916)  0.119
H (-1.34398, -1.39960, 2.45625)  0.463
H (-1.00389, -0.12040, 1.28668)  -0.307
H (-2.69660, 1.03814, 2.23618)  0.425
H (-3.18225, -0.35017, 3.19859)  0.357
C (0.54352, 4.14991, -1.43383)  -1.042
C (1.67748, 3.10472, -1.36563)  0.738
O (1.74750, 2.27476, -2.30101)  -0.711
O (2.41320, 3.15958, -0.35015)  -0.738
H (-0.05653, 4.02462, -2.33497)  0.304
H (-0.09957, 4.04934, -0.55673)  0.212
H (0.96953, 5.15516, -1.42059)  0.308


Entry from the Open Molecules 2025 dataset: a structure of composition C12H22IrN2O4SSi2 (the ωB97M-V functional and the def2-TZVPD basis).

Properties
LUMO level (alpha / beta): 0.3311 / -2.8943 eV
Charge: 0
Highest occupied orbital energy (alpha / beta): -0.3042 / -0.3459 hartree
HOMO-LUMO gap (alpha / beta): 8.61 / 6.52 eV
Spin multiplicity: 6

Each line ends with the Mulliken charge.
Positions of all 44 atoms, in Å:
Ir (0.32956, -0.18915, 0.58133)  0.921
O (0.65204, 3.49335, 1.32226)  -0.621
S (0.95927, 2.19921, 1.84953)  1.154
O (1.77162, 2.11660, 3.01908)  -0.566
O (1.63060, 1.31765, 0.70442)  -0.547
O (-0.32163, 1.35063, 1.97049)  -0.663
C (-4.03402, 1.00851, -1.71582)  -1.120
Si (-2.75649, 1.35594, -0.39160)  -0.148
C (-3.53015, 1.98594, 1.17559)  -0.894
C (-1.48056, 2.48995, -1.11512)  -0.842
N (-1.87593, -0.16216, -0.00350)  0.004
C (-2.33496, -1.39959, 0.13734)  0.803
C (-3.71653, -1.74483, 0.20232)  -0.270
C (-4.10987, -3.04289, 0.39048)  -0.973
C (-3.14634, -4.05165, 0.51591)  -0.713
C (-1.78945, -3.75963, 0.46087)  -0.332
C (-1.35601, -2.45682, 0.26840)  0.537
N (-0.02060, -2.08834, 0.16905)  0.116
Si (1.32597, -3.14803, -0.29222)  -0.039
C (1.79215, -4.25908, 1.13231)  -0.995
C (0.83629, -4.13113, -1.79804)  -0.998
C (2.74154, -2.00143, -0.68539)  -1.175
H (-4.34497, 1.96613, -2.14112)  0.358
H (-4.93361, 0.50265, -1.36711)  0.361
H (-3.60442, 0.41669, -2.52732)  0.347
H (-4.04897, 2.92888, 0.99026)  0.370
H (-2.75627, 2.15598, 1.92482)  0.284
H (-4.25581, 1.27542, 1.57834)  0.329
H (-1.97238, 3.36804, -1.54164)  0.373
H (-0.94773, 1.98762, -1.92715)  0.278
H (-0.75888, 2.84597, -0.37986)  0.235
H (-4.45009, -0.95522, 0.13113)  0.281
H (-5.16096, -3.28918, 0.45150)  0.406
H (-3.46055, -5.07586, 0.66834)  0.396
H (-1.06532, -4.55388, 0.57707)  0.254
H (1.01643, -4.98556, 1.37729)  0.356
H (1.99528, -3.66941, 2.02840)  0.310
H (2.69943, -4.81661, 0.88699)  0.354
H (-0.02150, -4.77920, -1.61450)  0.371
H (1.66791, -4.76406, -2.11614)  0.362
H (0.58381, -3.46778, -2.62770)  0.300
H (3.06642, -1.42444, 0.18474)  0.373
H (2.48898, -1.29877, -1.48332)  0.328
H (3.60239, -2.58356, -1.02394)  0.336